Arrangement i

{"formula": "C3H5NOS", "method": "ωB97M-V/def2-TZVPD", "lumo_ev": 0.572, "multiplicity": 1, "symbols": ["C", "C", "C", "N", "O", "S", "H", "H", "H", "H", "H"], "coordinates": [[0.076, -1.214, 2.451], [0.754, -0.612, 1.603], [-0.308, 0.684, -1.003], [-0.826, -0.313, -1.800], [1.748, 1.827, 0.932], [1.522, 0.505, 0.357], [-0.341, -1.811, 3.212], [-0.455, -0.712, -2.674], [-0.800, 1.023, -0.127], [0.205, 1.453, -1.511], [-1.575, -0.831, -1.440]], "mulliken_charge": [0.221, -0.643, -0.598, -0.360, -0.516, 0.299, 0.400, 0.202, 0.404, 0.378, 0.212]}

Arrangement ii

{"formula": "C3H5NOS", "method": "ωB97M-V/def2-TZVPD", "lumo_ev": 0.838, "multiplicity": 1, "smiles": "C1=NSCOC1", "symbols": ["C", "N", "S", "C", "O", "C", "H", "H", "H", "H", "H"], "coordinates": [[-0.336, -1.158, -0.144], [0.795, -1.549, 0.164], [1.883, -0.332, 0.606], [0.801, 1.028, 0.588], [0.142, 1.135, -0.599], [-0.843, 0.083, -0.722], [-1.101, -2.069, -0.108], [0.229, 0.680, 1.434], [1.303, 1.921, 0.801], [-1.097, -0.013, -1.769], [-1.775, 0.274, -0.251]], "mulliken_charge": [-0.071, -0.386, -0.020, -0.450, -0.395, -0.230, 0.276, 0.346, 0.344, 0.315, 0.271]}

Most stable structure - arrangement ii; separation to the second - 51.5 kcal/mol.

Arrangement i

{"formula": "C3H5NOS", "method": "ωB97M-V/def2-TZVPD", "lumo_ev": 0.834, "multiplicity": 1, "smiles": "SN1C=CCO1", "symbols": ["S", "N", "C", "C", "C", "O", "H", "H", "H", "H", "H"], "coordinates": [[2.754, -0.006, -0.202], [1.168, 0.033, 0.518], [0.291, 1.107, 0.226], [-0.914, 0.563, -0.080], [-0.796, -0.938, -0.240], [0.497, -1.231, 0.247], [3.375, -0.768, 0.672], [0.718, 2.072, 0.570], [-1.937, 0.987, -0.120], [-1.412, -1.569, 0.440], [-1.054, -1.430, -1.176]], "mulliken_charge": [-0.150, 0.045, -0.399, -0.212, -0.256, -0.287, 0.137, 0.368, 0.318, 0.200, 0.237]}

Arrangement ii

{"formula": "C3H5NOS", "method": "ωB97M-V/def2-TZVPD", "lumo_ev": 0.510, "multiplicity": 1, "symbols": ["C", "C", "C", "N", "O", "S", "H", "H", "H", "H", "H"], "coordinates": [[-1.358, -0.204, -0.836], [-1.010, -1.270, -0.068], [1.710, 0.765, 0.343], [-1.180, 0.981, -0.192], [-0.542, -0.864, 1.200], [-0.434, 0.782, 1.145], [-1.533, -0.181, -1.863], [-1.395, -2.277, -0.357], [1.354, 0.431, -0.636], [2.337, 0.012, 0.841], [2.052, 1.825, 0.423]], "mulliken_charge": [-0.354, 0.029, -0.850, -0.405, -0.313, 0.355, 0.379, 0.324, 0.256, 0.275, 0.304]}

Arrangement iii

{"formula": "C3H5NOS", "method": "ωB97M-V/def2-TZVPD", "lumo_ev": 0.142, "multiplicity": 1, "smiles": "CC(=O)NC=S", "symbols": ["C", "C", "O", "N", "C", "S", "H", "H", "H", "H", "H"], "coordinates": [[1.736, 0.211, 0.424], [0.186, 0.238, 0.542], [-0.237, 0.572, 1.560], [-0.610, -0.170, -0.577], [-1.952, -0.395, -0.625], [-3.100, -0.265, 0.566], [2.176, -0.752, 0.651], [2.078, 0.444, -0.622], [2.107, 0.929, 1.172], [-0.104, -0.141, -1.482], [-2.280, -0.670, -1.608]], "mulliken_charge": [-0.954, 0.518, -0.408, -0.137, -0.222, -0.223, 0.261, 0.303, 0.280, 0.271, 0.311]}

Most stable structure - arrangement iii; separation to the second - 72.8 kcal/mol.

Arrangement i

{"formula": "C3H5NOS", "method": "ωB97M-V/def2-TZVPD", "lumo_ev": 0.683, "multiplicity": 1, "smiles": "CO/N=C1/CS1", "symbols": ["C", "O", "N", "C", "C", "S", "H", "H", "H", "H", "H"], "coordinates": [[0.361, -1.592, 1.075], [1.317, -1.165, 0.124], [1.034, -0.066, -0.617], [0.018, 0.627, -0.548], [-0.531, 1.811, -1.144], [-1.533, 1.017, 0.175], [-0.579, -1.876, 0.591], [0.164, -0.818, 1.821], [0.811, -2.460, 1.548], [-0.959, 1.752, -2.139], [-0.103, 2.770, -0.886]], "mulliken_charge": [-0.640, -0.182, -0.424, 0.497, -0.473, -0.105, 0.289, 0.281, 0.268, 0.245, 0.246]}

Arrangement ii

{"formula": "C3H5NOS", "method": "ωB97M-V/def2-TZVPD", "lumo_ev": 0.713, "multiplicity": 1, "smiles": "O[C@@H]1CNC1=S", "symbols": ["O", "C", "C", "N", "C", "S", "H", "H", "H", "H", "H"], "coordinates": [[0.916, -1.507, 0.284], [0.011, -0.521, 0.677], [-1.150, -0.198, -0.337], [-0.290, 0.853, -0.918], [0.737, 0.753, 0.021], [2.209, 1.548, 0.011], [1.756, -1.209, 0.958], [-0.322, -0.267, 1.690], [-2.108, 0.153, 0.324], [-1.220, -1.053, -1.064], [-0.539, 1.447, -1.647]], "mulliken_charge": [-0.513, 0.134, -0.529, -0.083, -0.013, -0.322, 0.377, 0.265, 0.243, 0.311, 0.130]}

Arrangement iii

{"formula": "C3H5NOS", "method": "ωB97M-V/def2-TZVPD", "lumo_ev": 0.654, "multiplicity": 1, "smiles": "O/N=C\\[C@@H]1CS1", "symbols": ["O", "N", "C", "C", "C", "S", "H", "H", "H", "H", "H"], "coordinates": [[-2.250, -0.342, 0.283], [-1.899, 1.077, 0.134], [-0.604, 0.928, 0.162], [0.023, -0.408, -0.152], [1.255, -0.782, 0.797], [1.763, -0.107, -0.669], [-3.136, -0.273, -0.055], [-0.087, 1.832, 0.562], [-0.257, -1.319, -0.687], [1.329, 0.119, 1.589], [1.189, -1.878, 1.248]], "mulliken_charge": [-0.396, -0.442, -0.128, -0.090, -0.533, -0.134, 0.338, 0.367, 0.461, 0.244, 0.313]}

Most stable structure - arrangement ii; separation to the second - 18.1 kcal/mol.

Arrangement i

{"formula": "C3H5NOS", "method": "ωB97M-V/def2-TZVPD", "lumo_ev": 0.084, "multiplicity": 1, "smiles": "CC(=O)NC=S", "symbols": ["C", "C", "O", "N", "C", "S", "H", "H", "H", "H", "H"], "coordinates": [[0.468, -0.052, -2.612], [-0.068, 0.039, -1.233], [-1.228, 0.233, -1.016], [0.924, 0.124, -0.198], [0.785, -0.028, 1.125], [-0.573, -0.159, 2.098], [0.526, 0.976, -3.003], [1.451, -0.449, -2.635], [-0.272, -0.516, -3.297], [1.924, 0.167, -0.410], [1.785, -0.122, 1.615]], "mulliken_charge": [-1.014, 0.605, -0.467, -0.148, -0.192, -0.221, 0.272, 0.333, 0.302, 0.276, 0.255]}

Arrangement ii

{"formula": "C3H5NOS", "method": "ωB97M-V/def2-TZVPD", "lumo_ev": -0.084, "multiplicity": 1, "smiles": "CC(=S)NC=O", "symbols": ["C", "C", "S", "N", "C", "O", "H", "H", "H", "H", "H"], "coordinates": [[-0.984, 0.633, -1.329], [-0.008, 0.581, -0.087], [0.665, 1.856, 0.611], [0.269, -0.677, 0.402], [1.169, -0.923, 1.480], [1.195, -1.968, 2.064], [-0.977, -0.324, -1.865], [-0.785, 1.470, -2.100], [-1.993, 0.824, -0.958], [-0.413, -1.413, 0.130], [1.862, -0.058, 1.653]], "mulliken_charge": [-0.994, 0.541, -0.397, -0.183, 0.101, -0.487, 0.306, 0.289, 0.289, 0.275, 0.260]}

Most stable structure - arrangement ii; separation to the second - 3.0 kcal/mol.

Arrangement i

{"formula": "C3H5NOS", "method": "ωB97M-V/def2-TZVPD", "lumo_ev": -0.381, "multiplicity": 1, "symbols": ["C", "C", "C", "H", "H", "H", "H", "H", "N", "O", "S"], "coordinates": [[-1.028, -1.313, 1.859], [0.949, 0.712, -0.716], [-0.083, 0.841, -1.662], [-1.595, -0.889, 2.597], [-1.374, -2.789, 1.298], [0.801, 1.567, 0.049], [1.979, 1.013, -1.231], [-0.952, 0.648, -1.056], [-0.051, -0.340, 1.361], [0.054, 1.288, -2.766], [1.299, -0.740, 0.268]], "mulliken_charge": [-0.353, -0.469, 0.108, 0.337, 0.237, 0.305, 0.308, 0.300, -0.327, -0.478, 0.032]}

Arrangement ii

{"formula": "C3H5NOS", "method": "ωB97M-V/def2-TZVPD", "lumo_ev": -0.367, "multiplicity": 1, "symbols": ["C", "C", "C", "N", "O", "S", "H", "H", "H", "H", "H"], "coordinates": [[2.262, -0.747, -1.433], [-0.827, 0.691, 0.564], [0.566, 0.093, 0.498], [1.590, 0.686, 0.950], [2.757, 0.065, 0.862], [3.258, -1.220, -0.376], [2.189, -1.224, -2.382], [-1.081, 0.831, 1.589], [-1.615, 0.071, 0.079], [-0.692, 1.692, 0.110], [0.615, -0.722, -0.128]], "mulliken_charge": [-0.394, -0.913, 0.169, -0.290, -0.292, 0.177, 0.316, 0.270, 0.305, 0.250, 0.403]}

Most stable structure - arrangement i; separation to the second - 5.6 kcal/mol.

Arrangement i

{"formula": "C3H5NOS", "method": "ωB97M-V/def2-TZVPD", "lumo_ev": -0.444, "multiplicity": 1, "smiles": "O=CNCC=S", "symbols": ["O", "C", "N", "C", "C", "S", "H", "H", "H", "H", "H"], "coordinates": [[-1.666, 0.493, -1.345], [-1.388, -0.586, -0.871], [-0.559, -0.699, 0.213], [0.171, 0.421, 0.800], [1.455, 0.551, -0.032], [2.944, 0.715, 0.609], [-1.744, -1.462, -1.398], [-0.216, -1.645, 0.550], [-0.537, 1.316, 0.560], [0.338, 0.443, 1.938], [1.201, 0.452, -1.023]], "mulliken_charge": [-0.528, 0.021, -0.217, -0.384, -0.238, -0.219, 0.410, 0.260, 0.246, 0.318, 0.332]}

Arrangement ii

{"formula": "C3H5NOS", "method": "ωB97M-V/def2-TZVPD", "lumo_ev": 0.670, "multiplicity": 1, "symbols": ["C", "C", "C", "H", "H", "H", "H", "H", "N", "O", "S"], "coordinates": [[0.048, 1.008, 1.636], [0.871, 0.494, 0.201], [-0.094, -1.452, 0.065], [0.014, 2.207, 2.013], [-1.184, 0.392, 1.336], [0.557, 0.289, 2.538], [1.724, 1.300, -0.141], [-0.203, -2.618, 0.103], [-1.016, -0.836, -0.480], [1.224, -0.765, 0.353], [-0.533, 0.631, -1.045]], "mulliken_charge": [-0.755, 0.024, -0.001, 0.272, 0.249, 0.220, 0.359, 0.319, -0.329, -0.377, 0.020]}

Most stable structure - arrangement i; separation to the second - 80.2 kcal/mol.